DFT (wB97M-V/def2-TZVPD) results for C29H26BrF4GaN2O2P as an isolated structure.

Summary:
* F_max: 0.604 eV/Å
* HOMO level: -17.38 eV
* energy relative to the best compared isomer or geometry (same formula, charge and spin): 5.6 kJ/mol
* Kohn-Sham gap: 8.62 eV

ORCA input file:
```
! wB97M-V def2-TZVPD RIJCOSX def2/J DEFGRID3
* xyz 3 1
Ga 1.12424 -0.28435 0.13898
C 5.19442 -0.11372 -1.02525
C 3.75328 0.19529 -1.23066
O 2.87037 -0.45683 -0.57708
N 3.38861 1.13139 -2.08114
C 1.98764 1.48500 -2.34324
C 1.40111 2.33190 -1.24170
C 1.21460 3.68836 -1.39821
C 0.69131 4.43757 -0.35115
C 0.36150 3.80122 0.83509
C 0.55307 2.43876 0.92602
N 1.06302 1.71063 -0.09139
H 5.31192 -1.16884 -0.79142
H 5.55539 0.47051 -0.17457
H 5.79436 0.13900 -1.89735
H 4.11525 1.62688 -2.57972
H 1.40945 0.56870 -2.48601
H 1.95909 2.02432 -3.28517
H 1.48089 4.15988 -2.33542
H 0.54788 5.50540 -0.46276
H -0.03711 4.34616 1.68002
H 0.29774 1.90588 1.83229
F -2.66973 -6.23922 -0.43396
C -2.33743 -4.97739 -0.39281
C -3.31117 -4.00029 -0.28754
F -4.57733 -4.33192 -0.23080
C -2.93370 -2.66694 -0.25370
F -3.89725 -1.75843 -0.19091
C -1.60123 -2.27234 -0.30237
P -1.21585 -0.52566 -0.16619
C -1.57860 0.25870 -1.72700
C -1.60848 -0.52570 -2.88289
C -1.85681 0.07164 -4.10968
C -2.07385 1.44154 -4.18249
C -2.03164 2.22593 -3.03382
C -1.77866 1.64149 -1.80308
C -2.11752 0.20697 1.19268
C -3.31257 0.89038 0.95774
C -4.02745 1.40729 2.02781
C -3.56127 1.23701 3.32460
C -2.37810 0.54435 3.56272
C -1.65493 0.02974 2.50034
C -0.64951 -3.28069 -0.44286
Br 1.17859 -2.89867 -0.72079
C -0.99750 -4.61106 -0.48086
F -0.08375 -5.55393 -0.62081
H -1.46516 -1.59841 -2.83008
H -1.90049 -0.53484 -5.00479
H -2.29157 1.89977 -5.13879
H -2.21923 3.29030 -3.09728
H -1.76502 2.25459 -0.90976
H -3.69910 1.00457 -0.04640
H -4.95663 1.93179 1.84738
H -4.12787 1.63520 4.15605
H -2.03000 0.40248 4.57766
H -0.74361 -0.52271 2.69542
C 2.17570 -0.98124 4.17310
C 2.35010 -1.30473 2.73677
C 3.27372 -2.37879 2.30789
O 1.67371 -0.65681 1.90514
H 2.86535 -1.52940 4.80817
H 1.14764 -1.22777 4.45948
H 2.29791 0.09448 4.32045
H 4.15912 -2.40033 2.94254
H 3.53683 -2.30062 1.25790
H 2.75636 -3.33338 2.47564
*
```

Mulliken atomic charge list, values in e, 8 entries:
1 Ga 0.2192
2 C -1.4354
3 C 0.9249
4 O -0.5996
5 N 0.0590
6 C -1.7723
7 C 1.3746
8 C -0.8860

***

DFT (wB97M-V/def2-TZVPD) results for a 14-piece molecular cluster, H26O17S overall.

Summary:
* F_max: 4.078 eV/Å
* HOMO level: -3.74 eV
* energy relative to the best compared isomer or geometry (same formula, charge and spin): 276.5 kJ/mol
* Kohn-Sham gap: 8.73 eV

ORCA input file:
```
! wB97M-V def2-TZVPD RIJCOSX def2/J DEFGRID3
* xyz -2 1
S 0.20670 0.04984 -0.19486
O 1.13970 0.06184 0.93314
O -0.54330 1.25584 -0.13186
O 0.91570 -0.00216 -1.45286
O -0.65930 -1.05116 -0.09386
O 0.62170 -0.39416 3.38314
H 0.69870 -1.31916 3.19214
H 0.77770 -0.03316 2.45414
O -1.26130 -2.75916 -1.72886
H -1.61730 -2.11816 -2.31486
H -0.87930 -2.17816 -1.04286
O -2.51130 -0.39116 2.96114
H -2.25030 -1.08316 2.37214
H -2.15930 0.35984 2.45414
O 3.24370 -1.57116 0.54714
H 3.46370 -1.09316 -0.26286
H 2.46670 -1.03916 0.79014
O -2.81730 1.89684 -1.07086
H -2.79130 1.49584 -1.93186
H -1.91430 1.82284 -0.79786
O -1.67030 2.09884 1.97514
H -1.30030 1.72084 1.12514
H -1.05830 2.75684 2.33014
O 2.23770 2.01984 2.20414
H 2.77670 2.14284 1.44414
H 1.72170 1.32784 1.81314
O 3.33670 -0.09316 -1.68486
H 3.61170 -0.44716 -2.53986
H 2.37470 0.10084 -1.69686
O 1.34770 -2.21716 -2.55386
H 1.30970 -1.32116 -2.18386
H 0.54770 -2.54016 -2.11986
O -1.32430 -2.61216 1.84714
H -1.13730 -2.07016 1.06514
H -2.03130 -3.15216 1.52014
O -3.09630 -0.56116 -0.15186
H -3.19830 0.31084 -0.53986
H -2.13930 -0.74416 -0.22886
O 0.63270 1.00984 -3.71186
H 0.63770 0.27684 -4.34186
H 0.69370 0.54984 -2.84686
O 0.50170 3.51584 0.21114
H 1.00970 3.35084 1.00314
H 0.08570 2.66684 -0.00186
*
```

Mulliken atomic charge list, values in e, 8 entries:
1 S 0.0700
2 O -0.0500
3 O -0.8010
4 O -0.6237
5 O -0.6580
6 O -0.7200
7 H 0.3421
8 H 0.3489

***

DFT (wB97M-V/def2-TZVPD) results for C17H20Cl4O3W as an isolated structure.

Summary:
* F_max: 5.886 eV/Å
* HOMO level (alpha / beta): 0.24 / 0.24 eV
* ⟨S²⟩: 2.01
* energy relative to the best compared isomer or geometry (same formula, charge and spin): 0.0 kJ/mol
* Kohn-Sham gap (alpha / beta): 3.87 / 3.87 eV

ORCA input file:
```
! wB97M-V def2-TZVPD RIJCOSX def2/J DEFGRID3
* xyz -2 3
C -0.55300 0.79070 -2.21340
C -1.38070 -0.34520 -2.06280
C -0.55720 -1.47140 -1.83570
C -2.85720 -0.36230 -2.17350
C 0.81230 -1.04030 -1.86500
C 0.81690 0.36990 -2.10090
C 2.01420 1.22090 -2.31620
C -1.03370 2.14580 -2.57040
C -1.04040 -2.86850 -1.73540
C 2.00380 -1.92420 -1.80370
W 0.00000 0.00000 0.00000
Cl -2.17040 0.14930 0.93560
Cl 0.09790 2.36010 0.36350
Cl 0.07400 -2.14930 1.13110
H -3.29310 0.58160 -1.86330
H -3.29560 -1.14510 -1.56330
H -3.14470 -0.54230 -3.21150
H -1.90070 -2.94870 -1.07740
H -0.27480 -3.53480 -1.35700
H -1.33960 -3.21670 -2.72610
H 1.85430 -2.74580 -1.10970
H 2.88630 -1.37720 -1.48680
H 2.20780 -2.34490 -2.78970
H 2.86970 0.84860 -1.76190
H 1.83730 2.24030 -1.98970
H 2.27590 1.23790 -3.37570
H -1.90090 2.43060 -1.98190
H -1.32080 2.15810 -3.62390
H -0.27130 2.89910 -2.41610
O 2.81480 4.29390 0.34040
H 3.76900 4.28980 0.52070
Cl 0.75110 1.22680 8.71390
C 0.92560 0.90510 6.99820
C 2.06240 0.24720 6.51510
C 2.20020 -0.01200 5.14450
C 1.19480 0.38210 4.24450
C 0.05430 1.04220 4.74560
C -0.07570 1.30370 6.11120
C 1.29890 0.09960 2.79270
O 2.36160 -0.47400 2.27540
O 0.25520 0.37700 2.04140
H 2.83680 -0.06680 7.20280
H 3.08440 -0.52830 4.79370
H -0.74170 1.36040 4.08390
H -0.95880 1.81300 6.47760
*
```

Mulliken atomic charge list, values in e, 8 entries:
1 C 1.0949
2 C 0.0563
3 C 1.0260
4 C -1.5783
5 C 0.8759
6 C 0.8088
7 C -1.7556
8 C -1.9141

***

DFT (wB97M-V/def2-TZVPD) results for a 2-piece molecular cluster, CH2BrI overall.

Summary:
* F_max: 2.117 eV/Å
* HOMO level (alpha / beta): -9.62 / -9.13 eV
* energy relative to the best compared isomer or geometry (same formula, charge and spin): 175.4 kJ/mol
* Kohn-Sham gap (alpha / beta): 8.46 / 6.54 eV

ORCA input file:
```
! wB97M-V def2-TZVPD RIJCOSX def2/J DEFGRID3
* xyz 0 1
C -0.40666 -0.23678 -0.27383
Br 0.20026 -1.85905 0.34379
I 1.53142 1.71134 1.28968
H -1.45481 0.15325 -0.24029
H 0.12980 0.23124 -1.11936
*
```

Okay, here come the Mulliken numbers, in e, for every atom:
1 C -0.7341
2 Br 0.0396
3 I -0.0862
4 H 0.3494
5 H 0.4313

***

DFT (wB97M-V/def2-TZVPD) results for a 2-piece molecular cluster, C4H11NO overall.

Summary:
* F_max: 1.574 eV/Å
* structure (SMILES): C=CO.CNC
* HOMO level: -8.78 eV
* energy relative to the best compared isomer or geometry (same formula, charge and spin): 249.5 kJ/mol
* Kohn-Sham gap: 9.68 eV

ORCA input file:
```
! wB97M-V def2-TZVPD RIJCOSX def2/J DEFGRID3
* xyz 0 1
C -1.18282 -1.98179 0.77940
N -0.74844 -1.00884 1.74811
C 0.28449 -1.45634 2.67413
H -2.27027 -2.01516 0.77190
H -0.75049 -1.80220 -0.20007
H -0.94792 -2.99243 1.13587
H -1.51204 -0.66749 2.30627
H 0.04883 -2.40850 3.17307
H 0.49553 -0.69094 3.41212
H 1.18346 -1.65290 2.08292
C -0.01322 2.22578 -2.07834
C 0.81132 2.87176 -2.89505
O 1.87997 2.33817 -3.56109
H -0.30073 2.71444 -1.15864
H 0.15252 1.15696 -1.97583
H 0.92408 3.95003 -2.93564
H 1.94572 1.41945 -3.27913
*
```

Mulliken atomic charge list, values in e, 8 entries:
1 C -0.7833
2 N -0.2936
3 C -0.8731
4 H 0.3520
5 H 0.1844
6 H 0.2666
7 H 0.2348
8 H 0.3112